(1)
A cluster of 2 separate species, C5H13NO2 in total at a distorted geometry, computed with ωB97M-V/def2-TZVPD.

Atoms and positions in Å:
C -1.089331 1.997447 -0.309228
N -0.594779 1.001683 0.620173
C 2.807408 -0.126180 -0.779211
C 1.793812 0.576108 0.095500
C 0.340808 0.060445 0.017304
C 0.232897 -1.275539 0.776719
O -0.513844 -2.162618 0.452053
H -1.828399 2.681316 0.108505
H -1.586966 1.494016 -1.132349
H -0.316087 2.635161 -0.764378
H -0.323295 1.320530 1.530531
H 3.814459 0.207605 -0.530819
H 2.654468 0.105208 -1.842460
H 2.799464 -1.216735 -0.787731
H 1.782221 1.654272 -0.065992
H 2.097218 0.444497 1.146376
H 0.115502 -0.077793 -1.039261
H 0.910657 -1.373473 1.642233
H -2.307592 -0.213111 0.247058
H -2.428619 -1.321097 -0.759798
O -2.702228 -0.414996 -0.615006

Cartesian forces, eV/Å:
0.165 0.692 -0.498
-0.769 -0.639 -0.461
0.218 0.152 -1.097
-0.307 -0.412 0.949
1.153 0.308 0.437
-0.313 0.190 -1.045
0.236 0.065 0.285
0.057 -0.220 0.421
-0.045 -0.153 0.031
0.184 -0.069 0.193
0.289 0.350 0.111
0.041 -0.098 0.005
-0.038 0.239 0.175
-0.172 -0.074 0.600
0.097 -0.014 -0.235
0.041 0.153 -0.066
-0.542 -0.190 0.105
-0.024 -0.065 0.244
0.025 0.195 -0.166
0.042 -0.322 -0.082
-0.338 -0.088 0.096

SMILES: CC[C@@H](C=O)NC.O
energy relative to the best compared isomer or geometry (same formula, charge and spin): 39.13 kcal per mole
HOMO: -9.02 eV
frontier orbital gap: 0.3612 Ha

Results of the natural (NBO) charge analysis, in e, for atoms 1 through 5:
1 C -0.426
2 N -0.651
3 C -0.620
4 C -0.412
5 C -0.157

***

(2)
A structure of composition C58H66N7O2S3Y at a distorted geometry, computed with ωB97M-V/def2-TZVPD.

Atoms and positions in Å:
Y -0.034867 -0.228227 0.129021
C 6.152847 0.759133 0.735530
C 5.692378 -0.530472 1.424320
C 4.224316 -0.519833 1.709265
C 3.583853 -0.407712 2.902012
C 4.170513 -0.264605 4.270448
C 4.045628 1.160781 4.815693
C 2.162763 -0.473777 2.616980
N 1.958280 -0.579907 1.274119
C 3.193440 -0.670371 0.700418
C 3.430327 -1.054128 -0.610957
C 2.502255 -1.504794 -1.548119
C 2.847583 -2.030980 -2.851214
C 4.237984 -2.166095 -3.386879
C 4.981079 -3.382466 -2.824725
C 1.676867 -2.380050 -3.452126
C 0.621355 -2.073766 -2.511587
C -0.732207 -2.286643 -2.736758
C -1.771844 -2.130994 -1.826380
N -1.602319 -1.743729 -0.532122
C -2.805556 -1.888301 0.086055
C -3.012792 -1.730480 1.454363
C -2.067538 -1.416700 2.420531
N -0.766497 -1.077519 2.170178
C -0.172540 -0.888934 3.381388
C 1.169624 -0.575231 3.581332
C -1.132465 -1.101820 4.445827
C -2.310269 -1.425245 3.847501
C -3.611147 -1.789634 4.488668
C -3.815575 -3.305197 4.581827
C -0.833242 -0.999736 5.908698
C -0.179917 -2.267142 6.469016
C -3.800059 -2.331344 -0.867752
C -3.156075 -2.475971 -2.060974
C -3.715167 -2.932012 -3.372258
C -3.576447 -4.443646 -3.582404
C -5.235078 -2.608282 -0.545910
C -5.445298 -4.000253 0.059277
N 1.152080 -1.539628 -1.371689
C 1.475503 -2.990545 -4.803024
C 1.476296 -4.521923 -4.765353
H 7.226427 0.740695 0.543247
H 5.927337 1.625247 1.360041
H 5.637298 0.896900 -0.217469
H 6.243928 -0.656303 2.357444
H 5.940050 -1.392586 0.799290
H 5.224242 -0.547578 4.241471
H 3.683583 -0.963621 4.955589
H 4.508309 1.873350 4.130233
H 4.527334 1.253381 5.789890
H 2.996089 1.440234 4.927238
H 4.468844 -1.097566 -0.914600
H 4.806976 -1.259194 -3.160817
H 4.196462 -2.242753 -4.475609
H 5.047947 -3.330695 -1.737104
H 5.992966 -3.445002 -3.226526
H 4.456754 -4.304758 -3.077346
H -1.003413 -2.668761 -3.713304
H -4.015724 -1.930601 1.811159
H 1.492277 -0.489408 4.611501
H -4.434210 -1.345599 3.921780
H -3.652279 -1.355933 5.490194
H -3.787337 -3.762272 3.591583
H -4.773883 -3.545988 5.042966
H -3.024882 -3.763295 5.177225
H -1.758930 -0.800188 6.452484
H -0.175999 -0.144020 6.087694
H -0.844449 -3.124184 6.353238
H 0.052855 -2.156465 7.528617
H 0.744772 -2.495718 5.936970
H -3.210441 -2.404086 -4.184729
H -4.768012 -2.649952 -3.430603
H -2.534740 -4.756148 -3.491044
H -3.936836 -4.737643 -4.568648
H -4.151121 -4.991933 -2.835262
H -5.832523 -2.511137 -1.454235
H -5.606104 -1.851213 0.149738
H -5.137697 -4.777567 -0.640836
H -6.494042 -4.164157 0.309439
H -4.854147 -4.124709 0.968198
H 2.264535 -2.641716 -5.473493
H 0.531817 -2.638002 -5.225785
H 2.431337 -4.898793 -4.397362
H 1.305210 -4.940713 -5.757548
H 0.695554 -4.891464 -4.098621
O -5.571545 4.133022 -2.487597
C -4.750608 3.601075 -3.250834
O -4.644997 3.600875 -4.487153
C -3.770012 2.645175 -2.540378
C -2.693158 2.091031 -3.206059
C -1.725854 1.384895 -2.508147
N -1.775448 1.181463 -1.178294
C -2.838040 1.707191 -0.540993
C -3.823274 2.443879 -1.174352
C -2.900276 1.595056 0.940093
C -4.130397 1.621379 1.591963
C -4.155482 1.716956 2.968676
C -2.949966 1.785718 3.649546
C -1.778286 1.692040 2.925344
N -1.735658 1.577477 1.594537
C -0.514116 0.960177 -3.261844
C -0.614340 0.633068 -4.611158
C 0.543281 0.477390 -5.349071
C 1.760771 0.649819 -4.711315
C 1.765056 0.900851 -3.351675
N 0.655416 1.040001 -2.620566
H -2.610315 2.277505 -4.267329
H -4.620260 2.927547 -0.627511
H -5.042730 1.578615 1.015625
H -5.097652 1.748153 3.500792
H -2.909572 1.890112 4.724999
H -0.819006 1.715174 3.423695
H -1.588560 0.518998 -5.063877
H 0.496436 0.232776 -6.402500
H 2.697605 0.570558 -5.245780
H 2.697842 1.004769 -2.813124
C 4.104438 4.921872 0.487750
C 4.017896 3.968816 -0.700023
S 2.711121 2.725516 -0.683396
C 1.215092 3.743314 -0.646710
C 0.708487 4.163165 0.760057
S 1.172296 2.987776 2.057124
C 1.754022 4.064011 3.375800
C 2.991595 4.920087 3.068041
S 4.307055 4.123918 2.108829
H 3.209957 5.540850 0.529335
H 4.956696 5.585820 0.337003
H 4.939033 3.390108 -0.793263
H 3.906454 4.563046 -1.610387
H 0.460697 3.134848 -1.148341
H 1.383208 4.628662 -1.261732
H -0.378063 4.250842 0.742362
H 1.119433 5.133902 1.032466
H 1.969289 3.371757 4.190566
H 0.944156 4.719501 3.703448
H 3.437674 5.242450 4.009531
H 2.705481 5.824518 2.532708

Cartesian forces, eV/Å:
-0.413 0.663 -0.148
0.010 -0.005 0.012
-0.017 0.116 0.005
0.029 0.004 -0.050
-0.020 0.075 0.069
0.052 0.051 -0.032
-0.001 0.003 -0.015
-0.015 -0.031 -0.006
0.026 -0.134 -0.026
-0.055 -0.121 -0.010
0.018 0.049 -0.001
-0.005 -0.077 -0.008
0.032 -0.058 0.032
0.000 -0.033 0.039
-0.017 0.009 0.004
-0.044 -0.064 -0.047
0.022 0.001 0.057
-0.014 -0.019 -0.021
0.006 -0.114 0.019
0.034 -0.247 0.138
-0.025 -0.070 -0.047
-0.016 0.026 0.009
0.065 -0.056 -0.030
0.061 -0.138 0.037
-0.010 -0.112 -0.022
0.008 0.059 0.002
0.047 0.000 0.045
-0.059 -0.094 -0.016
0.034 -0.012 -0.006
0.014 0.014 -0.005
0.050 -0.067 -0.040
-0.006 0.003 -0.021
-0.034 0.081 0.051
-0.008 0.052 -0.081
0.013 -0.085 0.045
-0.002 0.026 0.008
0.029 -0.056 0.018
-0.007 0.012 -0.008
0.092 -0.111 0.054
0.032 -0.040 0.072
-0.009 0.024 0.007
0.007 -0.006 -0.001
-0.011 -0.004 -0.004
-0.011 0.001 0.009
0.004 -0.024 -0.012
0.014 -0.007 0.004
-0.009 -0.011 0.016
0.013 -0.013 0.004
-0.008 -0.004 0.003
-0.003 -0.003 0.009
0.000 -0.002 -0.008
0.005 0.001 -0.003
0.006 0.011 -0.027
0.007 0.026 -0.009
-0.005 -0.007 0.000
0.006 0.006 -0.007
-0.004 0.002 0.006
-0.008 0.027 -0.012
-0.010 0.014 0.002
-0.006 0.021 0.004
-0.009 0.028 0.024
-0.033 0.014 -0.004
0.003 -0.002 -0.002
-0.009 0.006 0.003
0.000 -0.005 -0.001
0.005 0.026 0.012
-0.024 0.017 0.024
0.001 -0.003 -0.001
-0.004 0.007 0.008
-0.001 0.001 0.001
-0.021 0.027 -0.006
0.000 0.009 -0.024
0.003 0.001 -0.003
-0.007 0.004 -0.007
0.011 -0.003 0.010
-0.012 0.014 0.007
-0.014 0.021 -0.023
0.010 0.000 0.005
-0.006 0.002 -0.002
0.004 -0.002 0.001
-0.014 0.007 -0.029
0.016 0.030 -0.030
-0.004 0.001 0.009
-0.003 0.005 -0.011
0.002 -0.002 0.007
0.124 0.320 0.114
-0.830 -0.809 -0.206
0.254 0.275 -0.087
0.568 0.371 0.203
-0.078 -0.164 -0.055
0.105 -0.149 -0.063
0.039 0.287 -0.109
-0.005 -0.161 0.181
-0.104 -0.102 0.002
0.066 0.079 -0.200
-0.018 0.026 0.047
-0.005 -0.011 -0.009
-0.022 0.018 -0.002
0.125 0.005 -0.049
-0.043 -0.028 -0.079
-0.142 0.142 0.125
0.050 -0.001 -0.032
-0.017 -0.022 0.034
-0.007 0.015 -0.025
0.021 -0.024 0.137
-0.023 0.023 -0.004
0.009 0.056 -0.002
0.000 0.030 -0.012
-0.017 0.008 0.009
-0.002 0.007 -0.004
-0.005 -0.018 0.008
-0.004 -0.030 -0.009
-0.005 0.024 -0.025
-0.006 0.018 -0.007
0.005 -0.019 -0.003
-0.026 -0.018 -0.007
-0.031 -0.085 -0.016
0.001 0.009 0.088
0.053 0.100 -0.167
0.010 -0.054 0.327
0.179 -0.053 -0.154
-0.070 -0.068 0.115
0.100 0.052 -0.084
-0.038 -0.059 -0.023
0.056 -0.014 0.034
0.009 0.034 -0.006
-0.030 0.038 -0.055
0.008 0.021 -0.004
0.090 0.012 -0.010
0.017 0.012 0.010
-0.089 0.003 -0.041
-0.003 0.061 -0.066
-0.033 0.022 0.020
0.006 0.014 0.008
0.019 -0.010 0.081
-0.047 0.034 0.015
0.009 0.030 0.034

HOMO: -6.96 eV
frontier orbital gap: 0.2104 Ha

Results of the Mulliken charge analysis, in e, for atoms 1 through 5:
1 Y 0.143
2 C -0.673
3 C -1.288
4 C 0.856
5 C 0.554

***

(3)
A structure of composition C26H20BCl4O5S2 at a distorted geometry, computed with ωB97M-V/def2-TZVPD.

Atoms and positions in Å:
Cl -1.137489 0.074935 3.577806
B -0.853028 0.954880 2.042197
Cl -0.185434 -0.092218 0.722851
Cl -2.170590 2.100514 1.482383
O 0.465264 2.164345 2.579598
C 0.796902 3.159850 1.816683
C 1.219407 2.788416 0.356227
C 0.324707 3.132490 -0.676241
C 0.565923 2.680092 -1.971318
C 1.637110 1.831311 -2.214560
Cl 1.909588 1.241772 -3.803061
C 2.464473 1.405373 -1.172746
C 2.212144 1.823159 0.122177
H -0.122725 4.133401 1.777637
H -0.569614 3.711669 -0.449473
H -0.085919 2.989585 -2.765632
H 3.283135 0.745840 -1.360360
H 2.767809 1.424572 0.986848
C 5.164655 3.558496 3.916899
C 4.251633 4.120402 4.809984
C 2.971545 4.491933 4.358454
C 2.522011 4.154208 3.057390
C 1.117669 4.583308 2.581797
S 1.321742 6.188630 1.383316
C 0.606283 7.755643 1.911487
C -0.639939 8.121830 1.424680
C -1.170613 9.370535 1.736018
C -0.432750 10.268323 2.515580
C 0.836010 9.906513 2.987092
C 1.367734 8.646609 2.670911
O 2.735469 6.394388 1.116330
O 0.420204 5.751483 0.318210
S 0.087497 5.354726 3.851199
C -0.577760 4.132675 4.919770
C -1.762531 3.521231 4.529457
C -2.277071 2.472597 5.265977
C -1.625789 2.052225 6.424015
C -0.474289 2.706105 6.854097
C 0.041887 3.774090 6.120820
O 0.766538 6.427009 4.578066
O -1.005645 5.714142 2.972463
C 3.524392 3.791124 2.136502
C 4.816949 3.446620 2.561349
H 6.161399 3.243266 4.251440
H 4.528593 4.311694 5.845558
H 2.390093 5.123257 5.025176
H -1.199301 7.418066 0.803325
H -2.162025 9.633732 1.361110
H -0.840091 11.252773 2.752936
H 1.425350 10.588952 3.593233
H 2.351358 8.348697 3.009440
H -2.270031 3.856575 3.622588
H -3.182526 1.968878 4.906772
H -2.017186 1.192477 6.981872
H 0.037458 2.381779 7.770162
H 0.920496 4.321846 6.452819
H 3.294201 3.830905 1.051031
H 5.557168 3.127107 1.815240

Cartesian forces, eV/Å:
-0.081 -0.268 0.144
1.595 2.053 0.293
-0.150 -0.123 0.060
-0.118 -0.360 0.051
-1.004 -2.566 1.007
-4.421 4.864 -2.053
-1.266 0.438 0.981
0.807 -0.259 0.117
0.162 -0.049 0.468
-0.006 0.331 1.097
0.180 -0.201 -0.700
-0.487 0.205 -0.027
-0.108 0.851 0.483
-0.787 -3.461 -2.269
0.481 -0.070 -0.085
-0.186 -0.081 -0.309
0.268 -0.450 -0.214
-0.187 0.249 -0.655
0.013 -0.151 -0.180
-0.326 -0.070 -0.571
0.789 -0.768 0.039
1.297 3.390 1.345
6.636 -1.458 1.167
-0.877 -1.548 -1.979
0.672 0.623 0.401
-0.406 -0.305 -0.201
0.275 0.112 0.068
0.188 -0.252 0.035
-0.071 -0.495 -0.359
-0.504 0.177 -0.080
-0.943 0.043 0.600
0.997 0.870 0.367
-1.475 0.204 -0.402
0.207 -0.288 1.008
-0.202 0.222 -0.684
-0.306 -0.127 0.294
-0.127 -0.168 -0.020
0.174 0.130 0.279
0.066 -0.102 -0.320
-0.332 -1.431 -0.591
-0.522 0.494 0.512
0.025 -0.281 -0.390
-0.459 0.232 0.097
-0.432 0.205 -0.120
0.009 -0.006 -0.211
-0.068 -0.533 -0.186
0.242 0.211 0.323
0.343 -0.026 0.127
0.095 -0.290 -0.040
-0.137 -0.048 -0.111
-0.031 0.036 0.047
0.312 -0.187 0.319
0.451 0.218 0.236
0.212 0.398 -0.209
-0.278 0.187 -0.429
-0.118 -0.234 -0.034
0.269 -0.247 1.074
-0.349 0.159 0.390

HOMO: -4.42 eV
total charge: -1
frontier orbital gap: 0.2515 Ha

Results of the natural (NBO) charge analysis, in e, for atoms 1 through 5:
1 Cl -0.223
2 B 0.375
3 Cl -0.226
4 Cl -0.250
5 O -0.746